# 1
{
  "formula": "C3F5I",
  "method": "wB97M-V/def2-TZVPD",
  "charge": 0,
  "relative_energy_kcal_mol": 0.0,
  "lumo_energy_ev": -0.434,
  "homo_energy_ev": -10.3,
  "smiles": "FC1(F)C(F)(F)C1(F)I",
  "symbols": ["F", "C", "F", "C", "F", "F", "C", "F", "I"],
  "coordinates": [[0.104, -1.392, 1.347], [0.424, -0.732, 0.250], [1.317, -1.358, -0.510], [0.461, 0.786, 0.245], [-0.188, 1.440, 1.303], [1.497, 1.479, -0.154], [-0.555, -0.017, -0.591], [-0.419, -0.233, -1.902], [-2.639, 0.026, 0.011]]
}



# 2
{
  "formula": "C6H10O",
  "method": "wB97M-V/def2-TZVPD",
  "charge": 0,
  "relative_energy_kcal_mol": 107.4,
  "lumo_energy_ev": [-0.388, -0.411],
  "homo_energy_ev": [-7.6, -7.4],
  "symbols": ["C", "C", "C", "C", "C", "C", "O", "H", "H", "H", "H", "H", "H", "H", "H", "H", "H"],
  "coordinates": [[-1.731, 0.079, -0.401], [-0.872, 0.469, 0.804], [-0.089, -0.610, 1.546], [1.052, -1.312, -0.792], [1.568, -0.023, -0.889], [1.245, 1.104, -0.115], [0.122, 1.485, 0.441], [-2.515, -0.609, -0.068], [-1.166, -0.418, -1.191], [-2.223, 0.964, -0.822], [-1.514, 1.012, 1.501], [-0.362, -1.609, 1.213], [-0.150, -0.506, 2.627], [1.295, -1.936, -1.656], [2.358, 0.257, -1.595], [0.961, -0.430, 1.299], [1.972, 1.913, -0.024]]
}



# 3
{
  "formula": "C3H4CsLiO3",
  "method": "wB97M-V/def2-TZVPD",
  "charge": 0,
  "relative_energy_kcal_mol": 50.6,
  "lumo_energy_ev": -0.807,
  "homo_energy_ev": -6.0,
  "symbols": ["O", "C", "C", "O", "O", "C", "H", "H", "H", "Li", "Cs", "H"],
  "coordinates": [[0.815, 0.944, 0.353], [1.782, 0.106, -0.162], [-0.355, 0.329, 0.967], [2.673, 0.693, -0.780], [1.559, -1.139, -0.149], [-1.364, 0.186, -0.169], [-0.779, 1.098, 1.624], [-0.086, -0.629, 1.453], [-0.675, -0.462, -0.750], [-1.311, 1.473, -1.798], [-0.072, -3.334, -0.931], [-2.185, 0.735, 0.341]]
}



# 4
{
  "formula": "H4O2",
  "method": "wB97M-V/def2-TZVPD",
  "charge": 0,
  "relative_energy_kcal_mol": 7.4,
  "lumo_energy_ev": 0.693,
  "homo_energy_ev": -11.0,
  "smiles": "O.O",
  "symbols": ["O", "H", "H", "O", "H", "H"],
  "coordinates": [[-0.076, -1.258, -0.097], [-0.275, -1.707, 0.809], [0.726, -1.675, -0.376], [-0.342, 1.753, 0.155], [-0.502, 1.705, -0.780], [0.469, 1.182, 0.289]]
}



# 5
{
  "formula": "C5H11NO",
  "method": "wB97M-V/def2-TZVPD",
  "charge": 0,
  "relative_energy_kcal_mol": 12.1,
  "lumo_energy_ev": 0.914,
  "homo_energy_ev": -9.2,
  "smiles": "CCN(C)C(C)=O",
  "symbols": ["C", "C", "N", "C", "C", "C", "O", "H", "H", "H", "H", "H", "H", "H", "H", "H", "H", "H"],
  "coordinates": [[-0.858, 1.934, 0.243], [-0.949, 0.486, -0.258], [0.018, -0.393, 0.350], [-0.215, -0.702, 1.753], [1.109, -0.971, -0.255], [1.222, -0.979, -1.762], [1.965, -1.529, 0.411], [0.159, 2.304, 0.090], [-1.019, 1.994, 1.320], [-1.586, 2.537, -0.297], [-1.961, 0.093, -0.109], [-0.868, 0.538, -1.341], [-1.251, -1.023, 1.876], [0.452, -1.504, 2.046], [-0.042, 0.165, 2.396], [0.564, -0.282, -2.271], [1.033, -1.983, -2.131], [2.226, -0.683, -2.061]]
}



# 6
{
  "formula": "C21H19BF6O6",
  "method": "wB97M-V/def2-TZVPD",
  "charge": 0,
  "relative_energy_kcal_mol": 0.0,
  "lumo_energy_ev": 0.056,
  "homo_energy_ev": -9.1,
  "smiles": "FC(F)(F)c1ccc(Cc2ccc(C(F)(F)F)cc2)cc1.CC(=O)OB(OC(C)=O)OC(C)=O",
  "symbols": ["F", "C", "F", "F", "C", "C", "C", "C", "C", "C", "C", "C", "C", "C", "F", "F", "F", "C", "C", "C", "C", "H", "H", "H", "H", "H", "H", "H", "H", "H", "H", "C", "C", "O", "O", "B", "O", "C", "C", "O", "O", "C", "C", "O", "H", "H", "H", "H", "H", "H", "H", "H", "H"],
  "coordinates": [[-2.290, -7.992, 1.030], [-1.327, -8.959, 0.908], [-1.938, -10.141, 1.192], [-0.983, -8.992, -0.416], [-0.128, -8.681, 1.790], [0.133, -9.503, 2.879], [1.208, -9.197, 3.730], [1.977, -8.027, 3.504], [3.021, -7.621, 4.518], [4.291, -7.009, 3.919], [4.676, -7.025, 2.546], [5.741, -6.203, 2.120], [6.450, -5.476, 3.082], [7.525, -4.501, 2.638], [7.891, -3.658, 3.651], [8.690, -5.083, 2.217], [7.070, -3.747, 1.591], [6.255, -5.687, 4.446], [5.225, -6.526, 4.847], [1.734, -7.273, 2.358], [0.691, -7.596, 1.482], [-0.446, -10.419, 3.064], [1.459, -9.845, 4.554], [3.315, -8.489, 5.175], [2.635, -6.910, 5.174], [4.172, -7.584, 1.755], [5.991, -6.058, 1.043], [6.855, -5.174, 5.218], [5.044, -6.758, 5.897], [2.392, -6.437, 2.072], [0.534, -7.023, 0.535], [-1.542, -5.929, 6.309], [-0.182, -6.548, 6.281], [0.017, -7.665, 5.860], [0.863, -5.752, 6.682], [1.961, -6.142, 7.402], [3.042, -5.317, 7.471], [3.408, -4.258, 6.692], [4.094, -3.158, 7.424], [3.256, -4.276, 5.493], [1.974, -7.336, 8.027], [2.934, -8.239, 8.355], [2.774, -8.849, 9.705], [3.797, -8.545, 7.557], [-1.498, -4.858, 6.490], [-2.055, -6.144, 5.360], [-2.120, -6.400, 7.114], [4.338, -3.403, 8.459], [5.006, -2.892, 6.870], [3.447, -2.272, 7.411], [1.731, -8.888, 10.031], [3.206, -9.858, 9.691], [3.339, -8.265, 10.444]]
}



# 7
{
  "formula": "C24H64N4O10S6",
  "method": "wB97M-V/def2-TZVPD",
  "charge": 0,
  "relative_energy_kcal_mol": 25.0,
  "lumo_energy_ev": 0.320,
  "homo_energy_ev": -8.4,
  "symbols": ["C", "O", "N", "C", "C", "H", "H", "H", "H", "H", "H", "H", "C", "O", "N", "C", "C", "H", "H", "H", "H", "H", "H", "H", "C", "O", "N", "C", "C", "H", "H", "H", "H", "H", "H", "H", "C", "O", "N", "C", "C", "H", "H", "H", "H", "H", "H", "H", "C", "S", "O", "C", "H", "H", "H", "H", "H", "H", "C", "S", "O", "C", "H", "H", "H", "H", "H", "H", "C", "S", "O", "C", "H", "H", "H", "H", "H", "H", "C", "S", "O", "C", "H", "H", "H", "H", "H", "H", "C", "S", "O", "C", "H", "H", "H", "H", "H", "H", "C", "S", "O", "C", "H", "H", "H", "H", "H", "H"],
  "coordinates": [[-2.685, -1.146, -5.159], [-3.650, -1.845, -5.374], [-2.441, -0.458, -4.044], [-1.105, 0.083, -3.803], [-3.411, -0.568, -2.931], [-1.858, -1.012, -5.850], [-1.173, 1.120, -3.466], [-0.368, 0.108, -4.558], [-0.563, -0.457, -3.012], [-4.373, -0.956, -3.303], [-3.042, -1.254, -2.159], [-3.399, 0.427, -2.424], [-1.762, 3.469, -1.158], [-1.391, 3.450, -0.009], [-3.090, 3.417, -1.511], [-4.135, 3.387, -0.547], [-3.510, 3.403, -2.878], [-1.149, 3.535, -2.127], [-4.788, 2.491, -0.646], [-4.750, 4.329, -0.723], [-3.726, 3.344, 0.467], [-4.226, 4.243, -3.105], [-2.654, 3.492, -3.568], [-3.983, 2.441, -3.154], [0.929, 1.158, 1.497], [1.868, 1.509, 0.791], [-0.225, 0.530, 1.137], [-1.290, 0.517, 2.092], [-0.559, 0.327, -0.239], [0.891, 1.256, 2.606], [-1.993, 1.337, 1.855], [-0.900, 0.703, 3.073], [-1.778, -0.467, 2.109], [-1.355, -0.415, -0.315], [-0.919, 1.257, -0.724], [0.308, -0.042, -0.792], [-3.506, -2.958, 0.709], [-2.653, -2.584, -0.078], [-3.435, -4.139, 1.393], [-4.567, -4.539, 2.136], [-2.386, -5.070, 1.202], [-4.398, -2.378, 1.082], [-5.353, -3.813, 2.073], [-4.475, -4.797, 3.183], [-5.071, -5.453, 1.733], [-1.477, -4.670, 0.731], [-2.116, -5.491, 2.203], [-2.783, -5.920, 0.622], [3.511, -3.153, -1.875], [3.066, -1.470, -2.282], [1.737, -1.483, -2.998], [2.906, -0.869, -0.602], [3.726, -3.786, -2.751], [2.683, -3.631, -1.362], [4.440, -3.108, -1.304], [3.879, -1.002, -0.111], [2.106, -1.500, -0.135], [2.713, 0.192, -0.542], [0.782, -6.065, -3.157], [-0.363, -5.534, -1.922], [0.543, -5.058, -0.753], [-0.913, -4.087, -2.760], [0.153, -6.241, -4.061], [1.351, -6.987, -2.860], [1.389, -5.197, -3.364], [-1.197, -4.464, -3.785], [-0.116, -3.359, -2.787], [-1.750, -3.658, -2.188], [3.031, 4.355, -0.743], [2.266, 4.541, -2.361], [3.332, 5.003, -3.268], [2.064, 2.796, -2.659], [2.904, 5.196, -0.073], [4.071, 4.069, -0.916], [2.559, 3.536, -0.198], [1.684, 2.309, -1.741], [3.043, 2.385, -2.912], [1.449, 2.646, -3.558], [-0.667, 5.353, 4.639], [0.503, 4.173, 4.032], [-0.246, 2.839, 4.090], [0.572, 4.700, 2.285], [-1.586, 5.328, 4.037], [-0.295, 6.357, 4.544], [-0.737, 5.224, 5.689], [0.808, 3.791, 1.737], [1.380, 5.420, 2.105], [-0.389, 5.062, 1.876], [3.703, 1.966, 3.247], [4.812, 3.327, 3.370], [4.290, 4.348, 2.406], [4.530, 3.968, 4.972], [3.997, 1.195, 3.927], [3.668, 1.756, 2.180], [2.720, 2.277, 3.585], [4.599, 3.214, 5.740], [3.481, 4.274, 5.122], [5.201, 4.821, 5.071], [2.625, -4.616, 1.835], [1.311, -4.033, 2.907], [1.961, -3.286, 4.070], [0.698, -2.849, 1.802], [3.284, -3.790, 1.597], [2.183, -5.069, 0.961], [3.298, -5.274, 2.402], [-0.374, -2.800, 1.752], [1.029, -3.075, 0.762], [1.065, -1.883, 2.251]]
}



# 8
{
  "formula": "C2H4N2O",
  "method": "wB97M-V/def2-TZVPD",
  "multiplicity": 3,
  "charge": 0,
  "relative_energy_kcal_mol": 39.6,
  "lumo_energy_ev": [0.490, -1.330],
  "homo_energy_ev": [-5.6, -10.4],
  "symbols": ["C", "C", "N", "N", "O", "H", "H", "H", "H"],
  "coordinates": [[1.417, 0.770, -0.070], [-1.651, -0.522, 0.612], [1.025, -0.072, -0.876], [0.700, -0.842, -1.620], [-0.528, -0.825, 1.017], [0.837, 1.328, 0.646], [2.495, 1.097, -0.357], [-2.504, -0.273, 1.155], [-1.790, -0.661, -0.506]]
}